C30H50BrIrN4O10P2S3 as an isolated structure. Source: OMol25; level of theory: ωB97M-V/def2-TZVPD.

E_tot in eV: -182317.663
⟨S²⟩: 8.77
Frontier orbital gap (alpha / beta) in hartree: 0.2905 / 0.2286
LUMO (alpha / beta) in eV: -2.9 / -4.9
Energy above the lowest of the compared OMol25 structures with the same formula, charge and spin in kcal per mole: 7.11
Molar mass in g/mol: 1057.0

Geometry as ORCA input:
```
! RIJCOSX wB97M-V def2-TZVPD def2/J DEFGRID3
* xyz 1 6
Ir 0.39993 0.17045 -0.04296
O -0.08218 1.80818 1.36327
C 0.82783 2.35524 2.01127
C 2.15439 2.61030 1.55874
C 3.05376 3.17635 2.47338
C 4.35010 3.38187 2.10948
C 4.80375 3.04035 0.82714
C 3.93954 2.49122 -0.07948
C 2.58558 2.24861 0.24999
O 1.77714 1.76208 -0.64787
N 5.28962 3.95903 3.07979
O 4.85733 4.26069 4.17496
O 6.44170 4.10477 2.72246
H 0.58617 2.69069 3.03075
H 2.72919 3.44721 3.47072
H 5.84100 3.21855 0.58033
H 4.27326 2.21561 -1.07300
C 4.07344 -0.60478 -4.01910
C 2.87631 -1.29705 -3.42342
C 2.46823 -2.56433 -3.81845
C 1.38228 -3.15580 -3.20697
C 0.70686 -2.46684 -2.21026
Br -0.79962 -3.32496 -1.48370
N 1.07148 -1.24967 -1.81655
C 2.14246 -0.69645 -2.41973
H 4.52101 -1.20855 -4.80631
H 4.83495 -0.42693 -3.25727
H 3.80412 0.36186 -4.44812
H 2.99929 -3.09101 -4.60378
H 1.04575 -4.14327 -3.48654
H 2.42047 0.28784 -2.05593
C 1.13548 4.73798 -3.13926
N 0.59062 3.39662 -2.93419
C -0.35342 2.97712 -2.09873
S -0.78979 1.27824 -2.25129
N -0.97199 3.70365 -1.20373
C -0.77290 5.09781 -0.81093
H 1.58684 4.76233 -4.12666
H 1.90035 4.98044 -2.40150
H 0.35213 5.48646 -3.11561
H 1.02830 2.65129 -3.44795
H -1.64496 3.19282 -0.62113
H 0.28003 5.34293 -0.70311
H -1.25385 5.21974 0.15685
H -1.24407 5.78340 -1.51283
C -5.05790 -1.41475 -1.48936
C -5.69066 -0.05119 -1.31970
C -6.91825 -0.07095 -0.43176
O -4.75774 0.97038 -0.81887
P -3.68140 0.94490 0.32223
S -3.28922 2.76024 0.88755
S -2.11487 -0.24957 -0.42481
O -4.32875 0.01175 1.41729
C -3.73666 -0.59544 2.62269
C -3.06532 -1.91254 2.28149
C -2.82186 0.35715 3.36204
H -5.80649 -2.09121 -1.90473
H -4.73237 -1.82099 -0.52868
H -4.20362 -1.38484 -2.16678
H -5.95268 0.34987 -2.29524
H -6.70541 -0.56271 0.51787
H -7.71951 -0.61337 -0.93683
H -7.26102 0.94478 -0.23308
H -4.62042 -0.79321 3.22319
H -2.09920 -1.76164 1.79279
H -3.70267 -2.51661 1.63330
H -2.89216 -2.47160 3.20269
H -1.92534 0.57668 2.77647
H -2.51807 -0.11043 4.30097
H -3.32612 1.29608 3.58573
C 1.30645 -2.88374 5.11355
C 1.67819 -1.72785 4.20643
C 0.52750 -0.73721 4.09747
C 2.95130 -1.03735 4.66259
O 1.98401 -2.35649 2.90602
P 1.73016 -1.76308 1.47938
O 2.29178 -0.37258 1.26241
O 0.23319 -1.68877 1.14097
O 2.38190 -2.82739 0.52088
C 3.71051 -3.45983 0.63199
C 3.58026 -4.70726 1.49093
C 4.05080 -3.83215 -0.79832
C 4.75483 -2.48859 1.17712
H 1.13187 -2.51948 6.12688
H 2.11209 -3.61893 5.14003
H 0.40021 -3.37311 4.75227
H 0.32618 -0.32179 5.08497
H -0.37527 -1.22601 3.72902
H 0.78265 0.08238 3.42259
H 2.79940 -0.57381 5.63786
H 3.23873 -0.26526 3.94478
H 3.76631 -1.75864 4.74511
H 2.87079 -5.40415 1.04064
H 3.23315 -4.45299 2.49033
H 4.55144 -5.19962 1.57026
H 3.28435 -4.48736 -1.21763
H 5.00633 -4.35758 -0.81839
H 4.13022 -2.93500 -1.41821
H 4.63074 -2.31801 2.24665
H 4.68914 -1.52733 0.66192
H 5.74783 -2.90508 1.01058
*
```